{"formula": "C25H29N5O4", "method": "the ωB97M-V functional and the def2-TZVPD basis", "smiles": "CCCOc1ccc2oc(=O)c3c(c2c1)CCCN3C(=O)CN1CCN(c2ncccn2)CC1", "total_energy_ev": -42037.0040, "homo_ev": -7.83, "molar_mass_g_mol": 463.54, "orbital_gap_ev": 8.03, "e_above_lowest_kcal_mol": 66.4, "lumo_energy_ev": 0.2, "elements": ["C", "C", "C", "O", "C", "C", "C", "C", "O", "C", "O", "C", "C", "C", "C", "C", "C", "C", "N", "C", "O", "C", "N", "C", "C", "N", "C", "N", "C", "C", "C", "N", "C", "C", "H", "H", "H", "H", "H", "H", "H", "H", "H", "H", "H", "H", "H", "H", "H", "H", "H", "H", "H", "H", "H", "H", "H", "H", "H", "H", "H", "H", "H"], "positions_angstrom": [[-7.9295, -2.1030, 2.4757], [-7.4085, -2.0824, 1.0454], [-6.0917, -1.3198, 0.9416], [-5.6739, -1.3626, -0.4085], [-4.5240, -0.7397, -0.7673], [-4.1941, -0.8223, -2.1285], [-3.0573, -0.2176, -2.6060], [-2.2193, 0.4775, -1.7368], [-1.1357, 1.0935, -2.2773], [-0.2772, 1.8269, -1.5283], [0.5434, 2.5032, -2.1027], [-0.4550, 1.7747, -0.0743], [-1.5729, 1.2312, 0.4871], [-2.5162, 0.5574, -0.3704], [-3.6868, -0.0569, 0.0975], [-1.8471, 1.3258, 1.9637], [-0.6912, 1.9476, 2.7467], [-0.0288, 3.0374, 1.9106], [0.5024, 2.4192, 0.7089], [1.8548, 2.2340, 0.6205], [2.6170, 2.8227, 1.3589], [2.3630, 1.2341, -0.4043], [1.4304, 0.1474, -0.6288], [1.2806, -0.7611, 0.5009], [2.0597, -2.0770, 0.2943], [3.2337, -1.8204, -0.4998], [4.4469, -1.6801, 0.0689], [5.4549, -1.2783, -0.7189], [6.6418, -1.1708, -0.1570], [6.8692, -1.4602, 1.1810], [5.7578, -1.8670, 1.9058], [4.5582, -1.9772, 1.3727], [2.9740, -1.3623, -1.8477], [1.6500, -0.5735, -1.8651], [-8.0983, -1.0911, 2.8372], [-8.8691, -2.6463, 2.5255], [-7.2160, -2.5895, 3.1371], [-8.1372, -1.6086, 0.3865], [-7.2488, -3.1008, 0.6885], [-6.2330, -0.2781, 1.2625], [-5.3352, -1.7870, 1.5881], [-4.8575, -1.3628, -2.7834], [-2.7966, -0.2606, -3.6510], [-3.9266, 0.0122, 1.1446], [-2.7490, 1.9332, 2.0943], [-2.0633, 0.3319, 2.3617], [0.0577, 1.1872, 2.9757], [-1.0536, 2.3588, 3.6890], [-0.7541, 3.8047, 1.6266], [0.8046, 3.5008, 2.4400], [2.4955, 1.7758, -1.3452], [3.3524, 0.9063, -0.0556], [0.2128, -0.9838, 0.6308], [1.6391, -0.2588, 1.4008], [2.3757, -2.4924, 1.2502], [1.4416, -2.8099, -0.2343], [7.4372, -0.8379, -0.8126], [7.8435, -1.3706, 1.6292], [5.8220, -2.1122, 2.9591], [3.8145, -0.7388, -2.1556], [2.9107, -2.2200, -2.5287], [0.8017, -1.2519, -1.9981], [1.6468, 0.1373, -2.6929]], "nbo_charge": [-0.606, -0.408, -0.059, -0.494, 0.305, -0.227, -0.226, 0.268, -0.458, 0.777, -0.598, 0.091, -0.012, -0.034, -0.311, -0.438, -0.401, -0.217, -0.460, 0.706, -0.606, -0.333, -0.453, -0.228, -0.242, -0.408, 0.570, -0.519, 0.111, -0.375, 0.110, -0.522, -0.231, -0.238, 0.203, 0.217, 0.203, 0.207, 0.207, 0.170, 0.169, 0.227, 0.231, 0.221, 0.219, 0.224, 0.206, 0.217, 0.196, 0.254, 0.262, 0.209, 0.196, 0.206, 0.256, 0.191, 0.194, 0.225, 0.193, 0.241, 0.194, 0.197, 0.230]}


{"formula": "C25H29NOS6Sn", "method": "the ωB97M-V functional and the def2-TZVPD basis", "total_energy_ev": -100762.9836, "total_charge": 2, "homo_ev": -13.56, "molar_mass_g_mol": 670.63, "orbital_gap_ev": 6.43, "e_above_lowest_kcal_mol": 3.4, "lumo_energy_ev": -7.1, "elements": ["Sn", "C", "C", "S", "C", "C", "S", "C", "C", "S", "C", "C", "S", "H", "H", "H", "H", "H", "H", "H", "H", "H", "H", "H", "H", "H", "H", "H", "H", "C", "C", "C", "C", "C", "C", "C", "C", "C", "C", "C", "C", "C", "C", "C", "N", "H", "H", "H", "H", "H", "H", "H", "H", "H", "H", "C", "O", "C", "S", "S", "H", "H", "H"], "positions_angstrom": [[0.4545, 0.0359, 0.4243], [-2.2286, 2.7696, 0.6860], [-1.6742, 2.6443, 2.0986], [0.1152, 2.5759, 1.9454], [0.6996, 2.1815, 3.6065], [0.0215, 1.0074, 4.2927], [-0.0031, -0.5481, 3.3454], [-1.6857, -1.0937, 3.7823], [-2.2410, -2.1500, 2.8450], [-2.3208, -1.6298, 1.1213], [-3.6175, -0.3832, 1.1103], [-3.4505, 0.3861, -0.1916], [-1.9136, 1.3408, -0.3896], [-1.7826, 3.6261, 0.1786], [-3.3087, 2.9113, 0.6941], [-2.0543, 1.7543, 2.5994], [-1.9526, 3.5267, 2.6752], [0.5747, 3.0724, 4.2235], [1.7670, 2.0183, 3.4735], [-1.0131, 1.2485, 4.5319], [0.5373, 0.8206, 5.2341], [-2.3315, -0.2151, 3.7970], [-1.6453, -1.4927, 4.7967], [-3.2350, -2.4486, 3.1786], [-1.6242, -3.0494, 2.8454], [-3.5533, 0.2755, 1.9764], [-4.5992, -0.8582, 1.1111], [-4.2545, 1.1094, -0.3339], [-3.4705, -0.2891, -1.0484], [0.7387, -4.3585, 0.1838], [0.6853, -4.5429, -1.1905], [0.5709, -3.4539, -2.0396], [0.4980, -2.1587, -1.5238], [0.5151, -1.9978, -0.1424], [0.6469, -3.0769, 0.7121], [0.4977, -0.9600, -2.4026], [0.4233, -1.0480, -3.8060], [0.4761, 0.0928, -4.5523], [0.6281, 1.3500, -3.9305], [0.7075, 2.5589, -4.6602], [0.8648, 3.7479, -4.0089], [0.9622, 3.7713, -2.6020], [0.8838, 2.6179, -1.8696], [0.7035, 1.3834, -2.5241], [0.6081, 0.2202, -1.8035], [0.8508, -5.2093, 0.8427], [0.7482, -5.5399, -1.6045], [0.5663, -3.6276, -3.1062], [0.6933, -2.9359, 1.7858], [0.3169, -2.0072, -4.2860], [0.4094, 0.0423, -5.6322], [0.6485, 2.5220, -5.7404], [0.9320, 4.6716, -4.5662], [1.1199, 4.7154, -2.0968], [1.0172, 2.6496, -0.7943], [4.1447, -1.8765, -1.1908], [3.2872, -0.8791, -0.5892], [3.7921, -0.1807, 0.4213], [5.2602, -0.2559, 1.0695], [2.5787, 0.9584, 1.0528], [3.5395, -2.3439, -1.9610], [4.4520, -2.6008, -0.4390], [5.0229, -1.3950, -1.6150]], "nbo_charge": [1.557, -0.543, -0.555, 0.326, -0.547, -0.531, 0.288, -0.522, -0.549, 0.269, -0.555, -0.529, 0.348, 0.261, 0.262, 0.216, 0.264, 0.264, 0.272, 0.228, 0.268, 0.211, 0.259, 0.260, 0.254, 0.213, 0.258, 0.260, 0.258, -0.164, -0.183, -0.174, -0.052, -0.464, -0.237, 0.247, -0.254, -0.057, -0.122, -0.138, -0.195, -0.136, -0.271, 0.259, -0.606, 0.242, 0.245, 0.228, 0.223, 0.243, 0.245, 0.238, 0.245, 0.236, 0.217, -0.263, -0.529, 0.004, 0.079, -0.204, 0.201, 0.213, 0.220]}


{"formula": "C25H30Cl2MnN16O3S", "method": "the ωB97M-V functional and the def2-TZVPD basis", "total_energy_ev": -123580.5907, "multiplicity": 2, "total_charge": 2, "homo_ev": [-12.44, -12.44], "molar_mass_g_mol": 760.53, "orbital_gap_ev": [7.08, 7.04], "e_above_lowest_kcal_mol": 19.8, "lumo_energy_ev": [-5.4, -5.4], "elements": ["Mn", "N", "N", "C", "N", "N", "N", "O", "O", "H", "H", "H", "H", "H", "C", "N", "C", "N", "C", "N", "C", "C", "C", "C", "C", "C", "C", "N", "N", "C", "O", "C", "C", "C", "C", "C", "C", "N", "C", "N", "C", "N", "C", "H", "H", "H", "H", "H", "H", "H", "H", "H", "H", "H", "H", "H", "H", "H", "H", "N", "C", "H", "C", "N", "C", "N", "S", "H", "H", "H", "H", "H", "H", "Cl", "C", "Cl", "H", "H"], "positions_angstrom": [[-0.4800, 0.0906, -0.0537], [-1.2567, 0.4933, 3.3772], [-2.6398, 0.3182, 3.3107], [-3.2481, -0.0750, 2.1779], [-4.5577, -0.2495, 2.1987], [-2.4620, -0.2130, 1.0915], [-3.0178, -0.6601, -0.0460], [-4.1488, -1.0574, -0.1772], [-2.1830, -0.6628, -0.9740], [-0.9214, 0.1196, 4.2565], [-1.0211, 1.4775, 3.3010], [-3.2210, 0.6724, 4.0581], [-5.0691, -0.1642, 3.0621], [-5.0383, -0.5710, 1.3702], [-0.0191, -5.4463, -0.2893], [-0.0042, -4.0696, 0.2180], [0.1576, -2.9343, -0.4577], [-0.1053, -1.9070, 0.3401], [-0.4315, -2.5037, 1.5249], [-0.3880, -3.8076, 1.4781], [-1.4141, -5.8260, -0.7280], [-2.1299, -6.8594, -0.1444], [-3.4165, -7.1482, -0.5899], [-3.9972, -6.4107, -1.6079], [-3.2754, -5.3752, -2.1962], [-1.9900, -5.0957, -1.7546], [-3.8141, -4.5804, -3.2911], [-4.9541, -4.6298, -3.8877], [-4.9291, -3.6705, -4.8719], [-3.7752, -3.1001, -4.8077], [-3.0118, -3.6259, -3.8209], [-3.1965, -2.0370, -5.6172], [-3.8755, -1.5158, -6.7153], [-3.2806, -0.5216, -7.4723], [-2.0221, -0.0351, -7.1381], [-1.3475, -0.5491, -6.0411], [0.0088, -0.0278, -5.6274], [-0.0390, 0.5155, -4.2672], [0.3302, -0.0404, -3.1190], [-0.0288, 0.7402, -2.0998], [-0.6568, 1.7786, -2.7334], [-0.6752, 1.6774, -4.0327], [-1.9361, -1.5528, -5.2885], [0.3600, -6.0839, 0.5046], [0.6767, -5.4867, -1.1272], [0.4359, -2.8929, -1.4974], [-0.6782, -1.9490, 2.4126], [-1.6905, -7.4422, 0.6561], [-3.9692, -7.9589, -0.1347], [-4.9968, -6.6309, -1.9581], [-1.4354, -4.2995, -2.2353], [-4.8558, -1.8986, -6.9659], [-3.8007, -0.1171, -8.3299], [-1.5710, 0.7503, -7.7324], [0.3438, 0.7744, -6.2804], [0.7631, -0.8148, -5.6322], [0.8502, -0.9815, -3.0699], [-1.1365, 2.5944, -2.2259], [-1.4188, -1.9666, -4.4308], [1.9801, 0.9440, 1.6252], [1.0794, 0.6212, 0.9743], [2.7428, 1.2162, 2.2109], [0.0581, 6.0631, -0.2846], [-0.6794, 4.8750, 0.1258], [-0.2945, 3.6291, -0.1089], [0.8410, 3.4192, -0.7762], [-1.2807, 2.3394, 0.4464], [-0.5331, 6.9389, -0.0374], [0.2218, 6.0657, -1.3635], [1.0139, 6.1346, 0.2367], [-1.5469, 4.9850, 0.6261], [1.3885, 4.1780, -1.1476], [1.1026, 2.4796, -1.0313], [2.8881, -1.0967, -1.2179], [4.1646, 0.1305, -1.3638], [3.5177, 1.6693, -1.9537], [4.9074, -0.2313, -2.0633], [4.5898, 0.2869, -0.3808]], "mulliken_spin": [1.041, -0.001, 0.001, 0.005, 0.002, 0.014, -0.006, -0.002, -0.013, 0.000, 0.000, 0.000, 0.000, 0.000, 0.000, -0.001, 0.007, -0.036, 0.011, -0.001, 0.000, 0.000, 0.000, 0.000, 0.000, 0.000, 0.000, 0.000, 0.000, 0.000, 0.000, 0.000, 0.000, 0.000, 0.000, 0.001, -0.001, 0.001, 0.011, -0.021, 0.010, -0.002, 0.000, 0.000, 0.000, 0.005, 0.002, 0.000, 0.000, 0.000, 0.000, 0.000, 0.000, 0.000, 0.000, 0.000, -0.008, 0.000, 0.000, -0.002, -0.014, 0.000, 0.000, 0.000, 0.003, 0.001, -0.004, 0.000, 0.000, 0.000, 0.000, 0.000, -0.003, 0.003, 0.000, 0.000, 0.000, 0.000]}


{"formula": "C25H30F10N2O6", "method": "the ωB97M-V functional and the def2-TZVPD basis", "total_energy_ev": -68847.3512, "homo_ev": -6.51, "molar_mass_g_mol": 644.50, "orbital_gap_ev": 2.05, "lumo_energy_ev": -4.5, "elements": ["O", "C", "O", "C", "N", "C", "C", "O", "C", "C", "F", "F", "F", "C", "O", "O", "C", "F", "F", "C", "F", "F", "C", "F", "F", "F", "C", "C", "C", "C", "C", "C", "H", "H", "H", "H", "H", "H", "H", "H", "H", "H", "H", "H", "C", "C", "C", "C", "C", "C", "N", "O", "C", "C", "C", "H", "H", "H", "H", "H", "H", "H", "H", "H", "H", "H", "H", "H", "H", "H", "H", "H", "H"], "positions_angstrom": [[5.2495, 2.5975, 1.4469], [5.5090, 2.0662, 0.3965], [4.6091, 1.5647, -0.4495], [3.2766, 2.1493, -0.5988], [2.5008, 2.2153, 0.5822], [2.3452, 0.9478, 1.2587], [0.8703, 0.6260, 1.5734], [0.0600, 1.7857, 1.4760], [-1.2924, 1.5261, 1.6085], [-1.9772, 1.5701, 0.2514], [-1.3541, 0.8409, -0.6690], [-2.1237, 2.8178, -0.2150], [-3.2530, 1.0335, 0.3519], [2.5790, 1.1197, -1.6396], [1.3718, 0.9472, -1.4525], [3.3625, 0.6153, -2.4783], [3.3578, 3.5388, -1.3169], [4.5948, 3.7138, -1.8679], [2.4607, 3.5360, -2.3371], [3.0107, 4.8945, -0.5939], [3.0299, 5.8366, -1.5793], [1.7600, 4.8551, -0.0875], [3.9588, 5.4631, 0.5129], [3.8551, 6.8041, 0.5346], [3.5912, 5.0154, 1.7302], [5.2379, 5.1587, 0.2867], [6.9002, 1.8382, -0.0833], [7.9099, 1.6631, 0.8624], [9.2186, 1.4369, 0.4482], [9.5163, 1.3965, -0.9154], [8.5056, 1.5740, -1.8584], [7.1923, 1.7855, -1.4465], [2.8271, 2.9211, 1.2222], [2.7247, 0.1425, 0.6326], [2.9227, 0.9328, 2.1896], [0.5264, -0.1328, 0.8622], [0.7811, 0.2085, 2.5873], [-1.7582, 2.2916, 2.2363], [-1.4963, 0.5458, 2.0592], [7.6607, 1.6945, 1.9161], [10.0103, 1.2875, 1.1739], [10.5340, 1.2113, -1.2360], [8.7416, 1.5392, -2.9148], [6.3964, 1.8923, -2.1721], [-5.9025, -1.2778, 1.6785], [-5.9436, -2.3197, 0.5691], [-5.6099, -1.7069, -0.8017], [-5.4609, -2.7368, -1.9151], [-4.4179, -3.7959, -1.5654], [-4.6026, -4.4752, -0.1923], [-4.8572, -3.3511, 0.7936], [-3.9037, -2.9494, 1.3353], [-5.7534, -5.4923, -0.2157], [-3.3353, -5.2111, 0.2206], [-7.3555, -2.9285, 0.5723], [-4.9430, -0.7673, 1.7410], [-6.6581, -0.5270, 1.4621], [-6.1302, -1.7178, 2.6501], [-4.6849, -1.1254, -0.7244], [-6.4054, -0.9984, -1.0316], [-6.4200, -3.2028, -2.1499], [-5.1424, -2.2274, -2.8245], [-4.4242, -4.5971, -2.3040], [-3.4241, -3.3402, -1.5918], [-5.9983, -5.8337, 0.7906], [-5.4305, -6.3572, -0.7893], [-6.6581, -5.1208, -0.6842], [-2.4473, -4.5872, 0.1435], [-3.2089, -6.0598, -0.4466], [-3.4069, -5.5845, 1.2426], [-8.0705, -2.1164, 0.6747], [-7.4986, -3.6042, 1.4156], [-7.6096, -3.4560, -0.3407]], "lowdin_charge": [0.113, -0.442, 0.061, -0.254, 0.051, -0.143, -0.184, -0.098, -0.130, -0.573, 0.159, 0.154, 0.055, -0.640, -0.001, -0.014, -0.300, 0.127, 0.139, -0.317, 0.128, 0.150, -0.515, 0.159, 0.153, 0.178, -0.118, -0.019, -0.084, -0.092, -0.072, 0.003, 0.102, 0.128, 0.121, 0.113, 0.116, 0.142, 0.131, 0.115, 0.097, 0.096, 0.101, 0.120, -0.008, -0.433, -0.096, -0.148, -0.094, -0.436, 0.024, 0.244, -0.007, -0.013, -0.009, 0.086, 0.107, 0.105, 0.134, 0.145, 0.112, 0.133, 0.142, 0.141, 0.103, 0.102, 0.070, 0.099, 0.106, 0.105, 0.102, 0.103, 0.068]}